Model A:
Molecular formula: C2H4O3P
Method: DFT, ωB97M-V/def2-TZVPD

Calculated values
* LUMO energy (spin up / spin down): 4.018 / 4.018 eV
* gap between HOMO and LUMO (spin up / spin down): 6.64 / 6.65 eV
* total charge: -1

Last column: natural (NBO) charge in e.
Positions of all 10 atoms, in Å:
P -1.572 -1.193 0.423  2.04
O -2.164 -1.266 1.786  -1.12
O -2.401 -1.533 -0.768  -1.12
O 1.930 -2.657 1.108  -0.64
C 0.777 -2.984 0.956  0.09
C -0.457 0.376 0.091  -0.95
H -0.341 1.001 1.068  0.23
H 0.429 0.052 -0.264  0.22
H 0.544 -4.072 1.053  0.04
H -0.993 0.914 -0.688  0.22

Model B:
Molecular formula: C2H4O3P
Method: DFT, ωB97M-V/def2-TZVPD

Calculated values
* LUMO energy: 4.193 eV
* gap between HOMO and LUMO: 8.48 eV
* total charge: -1

Last column: natural (NBO) charge in e.
Positions of all 10 atoms, in Å:
P -0.290 -0.314 -1.644  2.32
O 1.106 -0.412 -0.749  -0.87
O -1.001 -1.596 -1.752  -1.15
O -0.193 0.429 -2.882  -1.15
C 0.179 0.576 0.114  -0.28
C -0.061 0.007 1.446  -0.65
H -0.993 -0.538 1.562  0.21
H 0.625 1.546 -0.026  0.18
H -0.112 0.919 2.139  0.18
H 0.740 -0.615 1.793  0.21

Model C:
Molecular formula: C2H4O3P
Method: DFT, ωB97M-V/def2-TZVPD

Calculated values
* LUMO energy (spin up / spin down): 3.443 / 3.443 eV
* gap between HOMO and LUMO (spin up / spin down): 7.77 / 7.76 eV
* total charge: -1

Last column: natural (NBO) charge in e.
Positions of all 10 atoms, in Å:
P 1.127 0.186 0.332  1.66
O -0.192 0.714 2.681  -1.12
O 0.659 0.710 -1.818  -0.66
O 2.027 -0.926 0.286  -1.04
C -1.268 -0.500 -0.974  -0.66
C -0.077 0.153 -1.034  0.12
H -1.826 -0.776 -1.825  0.19
H 1.596 1.441 0.034  -0.09
H -0.586 -0.117 2.349  0.41
H -1.460 -0.885 -0.031  0.20

model B wins, 1.706 eV ahead of the next structure.

Model A:
Molecular formula: C2H2O2
Method: DFT, ωB97M-V/def2-TZVPD

Calculated values
* LUMO energy: -0.093 eV
* gap between HOMO and LUMO: 10.19 eV

Last column: natural (NBO) charge in e.
Positions of all 6 atoms, in Å:
O -1.650 -0.737 0.138  -0.44
O 1.601 -0.731 -0.092  -0.45
C 0.650 -0.081 0.286  0.31
C -0.706 -0.080 -0.120  0.37
H -0.736 0.780 -1.024  0.10
H 0.840 0.849 0.811  0.12

Model B:
Molecular formula: C2H2O2
Method: DFT, ωB97M-V/def2-TZVPD

Calculated values
* LUMO energy (spin up / spin down): -0.722 / -0.731 eV
* gap between HOMO and LUMO (spin up / spin down): 8.91 / 8.90 eV

Last column: natural (NBO) charge in e.
Positions of all 6 atoms, in Å:
O -1.706 -0.987 2.023  -0.49
O 0.327 -0.744 1.002  -0.53
C -0.691 -0.867 1.553  1.02
C 1.064 0.814 -1.713  -0.16
H 0.414 0.010 -1.333  0.08
H 0.592 1.773 -1.531  0.08

model A wins, 1.909 eV ahead of the next structure.